w.
Density functional theory data (ωB97M-V with the def2-TZVPD basis set) for CH3BrCl2Si as an isolated structure.

net charge: 0
orbital gap: 6.546 eV

Atoms and positions in Å:
C1 -1.2311 -0.2819 0.4602
Si1 1.0184 0.2158 -0.2933
Cl1 -1.6228 -1.7997 -0.3654
Cl2 3.3696 0.6999 -0.5624
Br1 -2.2433 1.2208 -0.3991
H1 -1.5139 -0.4592 1.4346
H2 1.1253 1.6380 0.0017
H3 1.0978 -1.2336 -0.2763

=====

x.
Density functional theory data (ωB97M-V with the def2-TZVPD basis set) for one molecule with the formula CH3BrCl2Si.

SMILES: [SiH3]C(Cl)(Cl)Br
net charge: 0
orbital gap: 10.300 eV

Atoms and positions in Å:
Si1 1.0673 0.1690 0.0237
C1 -0.7998 -0.0984 0.1716
Cl1 -1.3133 -0.8266 1.6719
Cl2 -1.1646 -1.5198 -1.2556
Br1 -1.9989 1.4309 -0.2468
H1 1.3118 -1.1828 0.2270
H2 1.5377 0.6053 -1.3688
H3 1.3598 1.4223 0.7771

=====

Most favorable first, least favorable last: x, w

=====

w.
Density functional theory data (ωB97M-V with the def2-TZVPD basis set) for an isolated ion of composition CH3O2 and charge -1.

SMILES: [O-]CO
net charge: -1
orbital gap: 7.668 eV

Atoms and positions in Å:
O1 0.7410 -0.9500 -0.4760
C1 -0.3527 -0.3803 -0.1835
O2 -0.2903 1.1661 0.6820
H1 -1.2367 -0.8778 0.2636
H2 -0.8479 -0.0382 -1.1478
H3 0.5946 1.4693 0.3374

=====

x.
Density functional theory data (ωB97M-V with the def2-TZVPD basis set) for a 2-piece molecular cluster, CH3O2 overall.

net charge: -1
orbital gap: 6.991 eV

Atoms and positions in Å:
O1 1.3234 0.6494 0.9270
H1 1.2981 0.5668 1.8851
O2 -1.4904 -0.9131 -1.3618
C1 -0.6772 -0.3100 -0.6932
H2 -0.0148 0.4526 -1.1278
H3 -0.4392 -0.4457 0.3707

=====

Most favorable first, least favorable last: w, x

=====

w.
Density functional theory data (ωB97M-V with the def2-TZVPD basis set) for one molecule with the formula C3H9NO4S.

SMILES: CNC[C@@H](O)S(=O)(=O)O
net charge: 0
orbital gap: 10.199 eV

Atoms and positions in Å:
C1 1.7209 1.0014 0.2795
N1 1.5064 -0.3561 0.0331
C2 0.6270 -0.6013 -1.0465
C3 -0.8078 -1.0199 -0.4348
O1 -0.5162 -1.7521 0.6131
S1 -1.8750 0.4164 -0.0385
O2 -3.2534 -0.0101 -0.0436
O3 -1.4791 1.6426 -0.6888
O4 -1.5144 0.6479 1.5831
H1 0.7415 1.4520 0.1536
H2 2.1619 1.2768 1.2949
H3 2.2886 1.6616 -0.4336
H4 2.3104 -0.9838 0.1479
H5 0.9810 -1.3850 -1.6979
H6 0.5740 0.4425 -1.6526
H7 -1.4132 -1.6515 -1.1850
H8 0.1338 -1.1864 1.0094
H9 -2.1866 0.4050 2.1067

=====

x.
Density functional theory data (ωB97M-V with the def2-TZVPD basis set) for a 2-piece molecular cluster, C3H9NO4S overall.

net charge: 0
orbital gap (alpha / beta): 5.641 / 8.016 eV

Atoms and positions in Å:
C1 -0.5790 -1.4776 1.1708
C2 -0.6374 2.2757 0.0351
C3 -0.5342 -0.7304 -0.1666
N1 0.5083 2.3402 -0.6646
O1 1.6845 -2.3263 -1.0720
O2 2.0439 -0.0119 -0.0583
O3 0.7942 -0.0449 -2.1123
O4 -1.4487 -1.2706 -1.0259
S1 1.0614 -0.6811 -0.8483
H1 -0.8185 -0.8338 2.0313
H2 -1.2905 -2.2593 1.1703
H3 0.4440 -1.6539 1.3279
H4 -1.5130 2.1406 -0.4280
H5 -0.6395 2.3154 1.2444
H6 0.4889 1.8543 -1.5270
H7 -1.1956 -1.0314 -2.0168
H8 1.3639 2.2707 -0.1308
H9 1.2643 -2.6917 -1.8518

=====

Most favorable first, least favorable last: w, x

=====

w.
Density functional theory data (ωB97M-V with the def2-TZVPD basis set) for one molecule with the formula C2H4FNO.

SMILES: O/N=C/CF
net charge: 0
orbital gap: 11.178 eV

Atoms and positions in Å:
O1 -2.1469 -0.5320 -0.0565
N1 -1.1056 0.4165 -0.2851
C1 -0.0287 -0.2402 -0.1333
C2 1.2656 0.3820 0.0412
F1 2.2489 -0.6298 -0.1553
H1 -2.9280 -0.1127 0.3428
H2 -0.2095 -1.3034 -0.0391
H3 1.4690 1.2121 -0.7168
H4 1.4351 0.8076 1.0023

=====

x.
Density functional theory data (ωB97M-V with the def2-TZVPD basis set) for one molecule with the formula C2H4FNO.

SMILES: O=NCCF
net charge: 0
orbital gap: 9.210 eV

Atoms and positions in Å:
O1 0.3996 -1.9909 0.3453
N1 0.0786 -1.5739 -0.7290
C1 -0.0660 0.0393 -0.7671
C2 -0.1352 0.6315 0.7453
F1 1.1365 0.8931 1.4133
H1 -0.7423 0.1120 -1.7285
H2 0.8381 0.4048 -1.1338
H3 -0.7154 1.6720 0.8214
H4 -0.7939 -0.1879 1.0331

=====

y.
Density functional theory data (ωB97M-V with the def2-TZVPD basis set) for a 2-piece molecular cluster, C2H4FNO overall.

net charge: 0
orbital gap (alpha / beta): 8.462 / 8.477 eV

Atoms and positions in Å:
C1 -0.6878 0.2571 -0.1886
C2 -0.5393 -0.4764 1.0259
N1 0.7000 0.7465 -0.1508
O1 1.7543 0.2615 -0.3711
F1 1.5778 -0.2770 -2.0085
H1 -0.8047 -0.2151 -1.2376
H2 -1.3824 1.1492 -0.1358
H3 -0.4772 0.1708 1.9495
H4 -0.1408 -1.6166 1.1169

=====

Most favorable first, least favorable last: w, x, y